(1)
C4H7FO | ωB97M-V/def2-TZVPD

Output
**HOMO energy**: -9.8 eV
**LUMO level**: -0.02856 Eh
**E_tot**: -9021.059 eV
**2S+1**: 1
**Charge**: 0

Last column: Löwdin charge in e.
Element x y z (Å)
C 1.532 1.188 -0.422  -0.1084
C 0.275 0.244 -0.668  -0.3646
C -0.631 -0.127 0.554  -0.2991
C -0.744 -1.339 1.046  0.0681
H 2.109 1.255 -1.483  0.1187
H 2.300 0.942 0.265  0.0311
H 1.310 2.214 0.041  0.0979
H -0.224 0.968 -1.422  0.1487
H 2.121 -1.041 -1.159  0.3332
H -1.515 -1.382 1.743  0.0432
H -0.266 -2.316 0.584  0.1261
O 0.556 -1.122 -1.261  -0.2017
F -1.431 0.948 0.940  0.0068

Cartesian forces, eV/Å:
0.262 0.691 -1.937
0.050 0.227 -0.194
0.973 1.617 -2.322
0.801 -1.542 -1.519
-1.572 0.291 2.362
0.642 -1.535 0.898
-0.450 -1.173 -1.431
-0.165 -1.902 1.018
-5.468 -0.546 -0.508
-1.064 -0.707 1.457
-0.886 2.669 1.215
5.899 3.241 0.937
0.978 -1.330 0.023

***

(2)
C4H7FO | ωB97M-V/def2-TZVPD

Output
**SMILES string**: C[C@]1(CF)CO1
**HOMO energy**: -10.4 eV
**LUMO level**: 0.03444 Eh
**E_tot**: -9024.422 eV
**2S+1**: 1
**Charge**: 0

Last column: Löwdin charge in e.
Element x y z (Å)
C 0.809 1.543 0.001  0.0100
C 0.330 0.103 0.214  -0.5056
C -1.051 -0.245 0.712  -0.0446
F -1.939 0.071 -0.413  -0.0766
C 1.325 -0.924 0.292  -0.1224
O 0.602 -0.702 -0.888  -0.0077
H 1.188 1.885 0.945  0.0714
H 0.080 2.272 -0.286  0.0762
H 1.711 1.560 -0.630  0.0974
H -1.214 -1.283 0.742  0.1116
H -1.210 0.199 1.634  0.1039
H 2.442 -0.584 0.304  0.1482
H 1.162 -1.934 0.797  0.1384

Cartesian forces, eV/Å:
0.668 -0.729 1.042
-1.262 1.296 -0.338
0.456 0.388 -3.614
0.551 0.610 1.996
3.014 -1.603 1.066
0.687 -0.999 -1.380
0.130 0.353 0.790
-0.586 0.048 -0.599
-0.669 -0.177 -0.193
0.350 -1.398 0.488
-1.390 1.390 1.525
-2.032 -0.690 -0.163
0.084 1.512 -0.619

***

(3)
C4H7FO | ωB97M-V/def2-TZVPD

Output
**SMILES string**: OC/C=C/CF
**HOMO energy**: -10.1 eV
**LUMO level**: 0.03201 Eh
**E_tot**: -9024.947 eV
**2S+1**: 1
**Charge**: 0

Last column: Löwdin charge in e.
Element x y z (Å)
O -2.858 -0.371 -0.260  -0.0474
C -1.837 0.574 0.105  -0.2504
C -0.538 -0.106 0.331  -0.0906
C 0.603 0.106 -0.315  -0.1019
C 1.883 -0.584 -0.155  -0.2124
F 2.830 0.395 0.165  -0.0710
H -3.214 -0.648 0.547  0.0450
H -2.120 0.989 1.062  0.1102
H -1.835 1.392 -0.662  0.1347
H -0.649 -0.768 1.128  0.0928
H 0.572 0.940 -1.022  0.1181
H 2.220 -1.159 -1.045  0.1243
H 1.754 -1.267 0.796  0.1484

Cartesian forces, eV/Å:
1.140 0.865 -1.634
-0.413 0.717 -0.846
0.517 0.744 -1.078
-1.434 0.968 -0.762
-0.077 -1.319 2.349
0.282 -0.335 -0.232
-1.082 -0.897 1.643
-0.179 0.597 0.282
0.200 -0.787 0.612
0.356 -1.572 1.146
0.216 -0.313 -0.184
-0.162 0.433 0.634
0.636 0.898 -1.929

***

(4)
C4H7FO | ωB97M-V/def2-TZVPD

Output
**SMILES string**: CC(=O)[C@@H](C)F
**HOMO energy**: -9.6 eV
**LUMO level**: 0.03176 Eh
**E_tot**: -9025.435 eV
**2S+1**: 1
**Charge**: 0

Last column: Löwdin charge in e.
Element x y z (Å)
C 1.521 -0.636 -0.502  -0.0076
C 0.748 -0.040 0.636  -0.4692
O 1.086 -0.207 1.777  0.1105
C -0.403 0.833 0.258  -0.4338
C -1.587 -0.077 -0.039  -0.0037
F -0.777 1.591 1.225  0.0937
H 2.111 0.302 -0.573  0.1055
H 2.141 -1.436 -0.148  0.0748
H 0.867 -0.890 -1.462  0.1296
H -0.103 1.377 -0.692  0.1725
H -1.933 -0.639 0.778  0.0824
H -1.399 -0.778 -0.856  0.0874
H -2.272 0.601 -0.403  0.0579

Cartesian forces, eV/Å:
-1.489 0.862 -1.317
0.117 -0.898 0.338
-0.005 0.058 0.527
0.879 -2.743 -3.257
1.730 -0.655 -1.686
-0.702 3.049 2.870
0.437 -0.710 -1.234
0.212 -0.403 -0.072
1.698 0.734 2.019
-0.477 -0.112 1.026
-0.337 -0.390 1.343
0.171 0.054 0.031
-2.234 1.154 -0.590

***

(5)
C4H7FO2 | ωB97M-V/def2-TZVPD

Output
**SMILES string**: O[C@@H]1[C@H](F)C[C@@H]1O
**HOMO energy**: -10.0 eV
**LUMO level**: 0.02838 Eh
**E_tot**: -11072.437 eV
**2S+1**: 1
**Charge**: 0

Last column: Löwdin charge in e.
Element x y z (Å)
O 0.547 -0.968 -1.748  0.0268
C 0.356 -0.961 -0.392  -0.2898
C -1.097 -0.648 0.187  -0.2110
F -1.779 -0.110 -0.904  -0.0207
C -0.460 0.469 1.010  -0.0702
C 0.838 0.318 0.242  -0.3167
O 0.988 1.382 -0.708  -0.0177
H -0.004 -0.258 -2.101  0.0998
H 0.715 -1.864 0.075  0.1518
H -1.735 -1.468 0.614  0.1553
H -0.936 1.418 0.959  0.1057
H -0.429 0.249 2.138  0.1433
H 1.693 0.259 0.877  0.1337
H 1.306 2.182 -0.250  0.1098

Cartesian forces, eV/Å:
-0.413 -0.853 -0.709
-0.934 0.091 0.380
0.239 -0.671 -1.132
-0.651 0.205 0.149
-0.551 -1.201 2.637
0.213 1.981 0.894
0.299 -0.146 0.124
0.129 0.017 -0.152
0.570 -0.249 -0.024
0.680 0.859 -0.231
-0.483 0.825 -0.429
0.215 -0.011 -1.594
0.938 -0.160 0.287
-0.253 -0.686 -0.200

***

(6)
C4H7FO2S | ωB97M-V/def2-TZVPD

Output
**SMILES string**: O=CSCOCCF
**HOMO energy**: -9.9 eV
**LUMO level**: 0.02952 Eh
**E_tot**: -21908.057 eV
**2S+1**: 1
**Charge**: 0

Last column: Löwdin charge in e.
Element x y z (Å)
O -0.036 0.886 -1.784  -0.0296
C 0.155 1.903 -1.153  -0.5648
S 0.735 1.916 0.521  0.9691
C 0.642 0.125 0.916  -0.4675
O -0.701 -0.206 1.150  -0.2034
C -1.063 -1.564 0.947  -0.1777
C -0.896 -1.995 -0.492  -0.1500
F 0.450 -2.368 -0.659  -0.0745
H -0.029 2.873 -1.546  0.0628
H 1.243 -0.028 1.786  0.0802
H 0.981 -0.486 0.104  0.0702
H -0.472 -2.190 1.639  0.1338
H -2.120 -1.740 1.264  0.1388
H -1.493 -2.841 -0.690  0.1045
H -1.051 -1.190 -1.193  0.1081

Cartesian forces, eV/Å:
0.037 0.853 0.268
0.146 -2.391 0.395
-0.027 -0.437 0.041
-0.928 0.390 -0.723
-1.088 0.343 0.504
-0.229 -0.107 0.448
1.283 0.516 0.916
0.087 -0.367 -0.283
-0.108 1.203 -0.431
0.531 -0.012 0.705
0.743 0.153 -0.548
-0.008 -0.117 -0.497
0.672 0.740 -0.271
-0.717 -1.049 -0.423
-0.396 0.281 -0.102

***

(7)
C4H7FOS | ωB97M-V/def2-TZVPD

Output
**HOMO energy**: -10.1 eV
**LUMO level**: 0.01735 Eh
**E_tot**: -19859.961 eV
**2S+1**: 1
**Charge**: 0

Last column: Löwdin charge in e.
Element x y z (Å)
C 0.871 0.798 -0.213  -0.2266
C -0.269 0.164 -0.051  -0.4136
C -1.617 0.630 -0.584  -0.0616
C -0.458 -1.131 0.700  -0.0921
O 3.350 1.071 0.276  -0.4370
F 2.512 -1.045 -0.656  -0.3447
S 2.349 0.127 0.556  0.9468
H 0.776 1.652 -0.897  0.1068
H -1.621 1.578 -1.262  0.1170
H -2.162 0.855 0.345  0.0876
H -2.103 -0.152 -1.093  0.0593
H 0.203 -1.353 1.576  0.0774
H -1.534 -1.130 1.111  0.1042
H -0.296 -2.065 0.195  0.0766

Cartesian forces, eV/Å:
-0.307 0.150 -0.223
-1.296 -1.300 0.001
1.151 2.707 0.113
-1.084 -0.238 2.441
2.575 2.027 -0.094
-0.010 0.394 0.928
-2.563 -1.678 -1.676
1.195 -0.024 0.544
0.289 -1.668 1.263
-0.295 0.079 -0.478
-0.684 -1.030 -0.623
-0.333 0.962 -0.437
1.609 -0.258 -0.555
-0.247 -0.124 -1.205

***

(8)
C4H7FS | ωB97M-V/def2-TZVPD

Output
**HOMO energy**: -8.7 eV
**LUMO level**: 0.03291 Eh
**E_tot**: -17813.512 eV
**2S+1**: 1
**Charge**: 0

Last column: Löwdin charge in e.
Element x y z (Å)
C 0.346 1.080 1.247  -0.2429
C -0.225 -0.265 0.847  -0.5782
C 0.812 -1.161 0.159  -0.2566
C 0.306 -0.915 -1.268  -0.4395
H -0.476 1.818 1.517  0.1325
H 0.989 1.023 2.132  0.1181
H -0.672 -0.732 1.732  0.1078
H 0.586 -2.208 0.444  0.1161
H 1.846 -0.886 0.328  0.1072
H 0.230 -1.804 -1.872  0.0628
H 0.854 -0.167 -1.817  0.0649
F 1.070 1.625 0.202  -0.0581
S -1.277 -0.256 -0.637  0.8658

Cartesian forces, eV/Å:
-1.514 1.021 0.540
0.467 0.201 0.752
-0.565 -0.650 -0.125
0.031 -0.146 0.051
0.816 -0.841 -0.446
0.162 -0.269 -0.196
-0.104 0.210 -0.158
0.509 0.502 -0.143
0.205 -0.156 0.157
-0.200 -0.269 -0.220
0.196 0.317 -0.063
0.181 0.051 -0.042
-0.186 0.030 -0.106

***

(9)
C4H7FS | ωB97M-V/def2-TZVPD

Output
**SMILES string**: C[C@]1(S)C[C@H]1F
**HOMO energy**: -9.0 eV
**LUMO level**: 0.01945 Eh
**E_tot**: -17810.136 eV
**2S+1**: 1
**Charge**: 0

Last column: Löwdin charge in e.
Element x y z (Å)
C -0.642 1.071 -0.474  -0.1729
C -0.341 -0.102 0.335  -0.8343
S -1.665 -1.450 0.180  0.6820
C 0.713 -0.287 1.327  -0.1023
C 0.997 -0.577 -0.122  -0.3583
F 1.464 -1.755 -0.663  -0.0078
H -1.716 1.565 -0.318  0.1177
H 0.189 1.827 -0.550  0.0894
H -0.632 0.546 -1.637  0.1344
H -1.961 -0.710 -1.208  0.0059
H 0.788 -1.003 2.211  0.1290
H 1.440 0.614 1.757  0.1594
H 1.366 0.263 -0.836  0.1578

Cartesian forces, eV/Å:
-2.341 1.629 -3.651
-1.565 -3.267 -0.959
0.155 3.063 -2.773
4.636 1.986 2.975
1.882 1.304 -1.195
-1.135 0.022 0.744
2.485 -0.911 -0.196
-1.027 -0.566 0.519
-0.395 1.911 2.888
0.282 -2.215 3.032
-0.775 0.358 -1.906
-2.470 -1.715 -1.262
0.266 -1.600 1.785

***

(10)
C4H7FS | ωB97M-V/def2-TZVPD

Output
**HOMO energy**: -9.0 eV
**LUMO level**: 0.02954 Eh
**E_tot**: -17810.146 eV
**2S+1**: 1
**Charge**: 0

Last column: Löwdin charge in e.
Element x y z (Å)
C -0.366 0.412 0.919  -0.4937
C 0.076 -0.642 -0.102  -0.4253
C 0.559 -2.085 0.197  -0.0961
C 1.159 -1.240 -0.795  -0.1168
H -1.211 2.098 -0.143  -0.1380
H -1.498 0.349 1.001  0.0818
H 0.108 0.582 2.204  0.1684
H -0.092 -2.824 -0.106  0.0749
H 1.248 -2.306 1.108  0.1438
H 1.031 -1.309 -1.801  0.0950
H 2.139 -1.069 -0.196  0.1673
F -1.297 -0.796 -0.767  -0.1115
S 0.086 2.061 0.220  0.6502

Cartesian forces, eV/Å:
1.729 1.422 3.161
-5.035 -1.432 3.375
0.408 -0.013 3.020
4.297 1.784 2.286
0.415 0.853 -0.477
1.818 -0.031 0.134
-1.193 -1.582 -4.181
-1.445 -1.519 -0.247
-1.728 0.357 -1.605
0.425 -0.471 -2.764
-1.047 0.889 -2.582
2.666 -0.089 -0.177
-1.311 -0.167 0.059

***

(11)
C4H7FS | ωB97M-V/def2-TZVPD

Output
**HOMO energy**: -8.6 eV
**LUMO level**: 0.03471 Eh
**E_tot**: -17812.785 eV
**2S+1**: 1
**Charge**: 0

Last column: Löwdin charge in e.
Element x y z (Å)
C -0.866 -1.159 -0.482  -0.2094
C 0.300 -0.176 -0.197  -0.3789
C 0.513 0.208 1.311  -0.4098
C 0.269 1.270 -0.739  -0.4432
H -1.731 -0.655 -0.998  0.1292
H -1.294 -1.752 0.369  0.1315
H 1.267 -0.684 -0.359  0.1403
H 1.287 -0.318 1.972  0.0949
H -0.431 0.362 1.916  0.0759
H 0.891 1.419 -1.561  0.0523
H -0.737 1.670 -0.721  0.0686
F -0.410 -2.126 -1.291  -0.0425
S 0.942 1.942 0.780  0.7911

Cartesian forces, eV/Å:
-0.996 1.026 0.758
0.124 -0.823 2.056
-0.798 1.066 1.414
-0.923 -1.075 1.727
0.788 -0.213 0.497
0.533 1.190 -0.005
-0.574 0.165 -0.930
-1.090 0.592 -1.302
0.897 -0.714 -0.688
0.422 0.534 -1.648
-0.261 -0.126 -1.109
0.716 -1.505 -1.797
1.162 -0.117 1.026

***

(12)
C4H7FS | ωB97M-V/def2-TZVPD

Output
**SMILES string**: F/C=C\CCS
**HOMO energy**: -9.1 eV
**LUMO level**: 0.03620 Eh
**E_tot**: -17812.715 eV
**2S+1**: 1
**Charge**: 0

Last column: Löwdin charge in e.
Element x y z (Å)
F 1.892 -1.552 0.068  -0.0185
C 2.080 -0.238 -0.226  -0.1464
C 1.166 0.664 0.093  -0.1180
C -0.175 0.252 0.677  -0.2605
C -1.331 0.433 -0.328  -0.5267
S -2.836 -0.677 0.015  0.6292
H 3.065 -0.075 -0.706  0.1244
H 1.563 1.640 -0.159  0.1002
H 0.134 -0.807 0.687  0.0857
H -0.480 0.551 1.764  0.1465
H -1.821 1.472 -0.369  0.0852
H -0.944 0.237 -1.339  0.0667
H -2.313 -1.901 -0.177  -0.1679

Cartesian forces, eV/Å:
0.259 0.015 -0.308
0.498 -0.404 0.066
0.649 0.725 0.020
0.141 -0.481 0.768
-1.042 0.335 -0.070
0.833 0.790 -0.141
-0.834 -0.001 0.417
-0.718 0.471 0.115
-1.524 -0.011 0.622
0.893 -0.201 -2.066
0.921 -1.444 0.316
-0.326 -0.053 0.299
0.252 0.260 -0.038